1.
A structure of composition C61H49BIN3P3ReSSi. Source: the OMol25 dataset; level of theory: wB97M-V/def2-TZVPD.

Summary:
relative energy (zero: lowest compared OMol25 entry of this formula, charge and spin)	115.2	kcal per mole
HOMO energy (alpha / beta)	-9.91 / -9.96	eV
total charge	+1
multiplicity	2
energy	-4630.51009	hartree
Kohn-Sham gap (alpha / beta)	6.31 / 6.26	eV

XYZ file:
```
121
Properties=species:S:1:pos:R:3:lowdin_spin:R:1
H -0.66789 2.95477 -6.25931 0.000
C 3.21011 4.09479 -2.73095 0.000
N 1.84358 -1.30182 -1.39317 0.000
C -0.06550 -2.35874 3.15927 0.000
P -0.04113 1.97007 -1.43635 -0.002
C 1.05199 3.44204 4.63972 0.001
C -2.17834 -3.11708 -0.41210 -0.006
C 5.81036 -0.01445 2.10326 0.000
I 3.46922 -0.71913 -5.30257 0.000
C -1.85381 1.28845 -5.61652 0.000
H -0.13054 -4.32992 5.89887 0.000
C -2.41521 0.49625 3.75155 0.000
H -6.63694 0.74646 -2.84528 0.000
C -3.65270 -1.67476 2.57613 0.001
H -0.20110 -5.69272 -0.10384 0.000
C 3.02132 -1.54282 -3.45565 0.000
C -2.72143 3.43714 1.28117 -0.001
H -0.66618 -2.10203 2.30351 0.000
C -1.70635 2.67656 0.69339 -0.002
H 3.53696 -4.18890 -1.43690 0.000
C 1.25072 3.23423 -1.62340 0.001
H -4.67619 -1.93027 4.44027 0.000
S 4.93260 1.29900 -1.11869 0.078
H 0.34650 3.32810 -4.06812 0.000
C -0.20540 -3.80378 -2.95181 0.000
C 3.17202 -3.24023 -1.79752 -0.001
H -4.18100 4.98232 1.02581 0.000
C -2.19694 0.46869 -4.55180 0.000
Re 0.62587 0.06691 0.00323 0.786
P 1.73164 -0.41679 2.22249 -0.004
H -2.40674 -4.35890 -3.64826 0.000
H 3.22832 -2.87315 2.02789 0.000
C -2.08307 0.19258 2.43039 0.004
H -0.33393 -1.68439 -3.07780 0.000
H 0.10122 -5.91699 -2.50193 0.000
H 2.02882 -3.18710 6.27259 0.000
C 2.33604 1.45292 4.24526 0.000
C 1.30142 4.30179 -0.72948 -0.001
H 5.61702 -3.37813 1.80157 0.000
C -2.07364 3.88581 -1.38040 0.000
H 2.77863 2.87421 5.77998 0.000
C -2.72663 -0.92041 1.86101 0.002
N 2.39182 1.05232 -0.05461 0.022
C 1.89989 -2.02503 4.48762 0.000
H -1.89315 0.01711 -2.49375 0.000
Si -0.78625 1.27430 1.54656 0.030
C -3.96159 -1.34092 3.88386 0.000
N -0.84593 -1.07984 -0.35864 0.003
C -3.06890 4.63090 -0.77722 0.000
H -0.25593 -3.36175 0.81624 0.000
H -4.12922 -2.53367 2.11456 0.000
H -1.92789 1.32801 4.24601 0.000
C -0.92080 -2.41408 -1.07487 0.014
C -4.47731 -1.57148 -1.66173 0.001
H 2.85505 -1.54579 4.65702 0.000
C 0.19452 3.09136 3.60997 0.002
H 1.76704 0.10459 -2.89209 0.000
C -1.39713 2.91139 -0.64678 -0.001
B -2.03826 -3.24095 -3.81301 0.000
C -3.33798 -0.25129 4.47112 0.000
H 0.55989 4.39755 0.05230 0.000
H -3.00988 3.24758 2.30794 0.000
C 3.94681 -2.06124 2.02422 -0.001
C -0.52997 -3.29767 4.06718 0.000
H -3.56506 0.01838 5.49310 0.000
C -0.17290 -4.96430 -2.07155 0.000
C 1.14586 -1.71893 3.35219 -0.002
C -5.82341 0.32476 -2.27198 0.001
C -3.74027 -0.75952 -0.80503 0.001
C 0.22240 -3.59760 5.18721 0.000
H -2.30268 1.13130 -6.58659 0.000
P -2.43923 -1.50403 0.18296 0.016
C 2.33459 -2.47849 -1.00264 0.002
H 2.03669 -2.81753 -0.02146 0.000
C -0.35568 -4.84185 -0.75383 0.001
C 2.11419 2.61212 4.96924 0.001
H -0.63275 3.74421 3.36670 0.000
H 4.18180 -3.34071 -3.69017 0.000
H 4.02443 5.90589 -1.92915 0.000
H -3.59854 5.38129 -1.34553 0.000
H 0.89190 4.35811 5.19078 0.000
C 6.22977 -1.32640 1.95317 -0.001
H 0.22111 -3.90309 -3.93832 0.000
H -1.60574 -2.92627 -4.87738 0.000
H 4.14573 1.31146 2.29918 0.000
H 2.21304 2.31374 -3.32409 0.000
C 3.48094 1.16164 -0.49864 0.037
H 7.28340 -1.55084 1.86967 0.000
H -5.32993 2.18251 -1.30952 0.000
H 6.53280 0.78796 2.12424 0.000
H -4.20521 -2.61144 -1.76609 0.000
H 3.95645 4.00462 -3.50629 0.000
C 1.49186 1.11787 3.18985 0.004
C 3.52646 -2.76924 -3.04815 0.002
C -0.52940 -2.56430 -2.48415 0.001
C -3.39451 4.40632 0.55806 0.000
C 5.29537 -2.35160 1.91036 0.000
H -2.91025 -0.33085 -4.67886 0.000
C 1.43885 -2.95680 5.39821 0.000
H 2.33267 6.07885 -0.13785 0.000
H 3.18321 0.82828 4.49471 0.000
H -3.52645 1.21790 0.02788 0.000
C 2.18837 -0.84782 -2.59992 0.002
C -5.52336 -1.02252 -2.38807 0.000
C 3.51636 -0.74110 2.17076 -0.002
H -2.67635 -2.41689 -3.24052 0.000
H -6.09886 -1.65207 -3.05087 0.000
C -4.06560 0.58845 -0.66510 0.001
C -0.93409 2.30875 -5.43402 0.000
C 3.25152 5.15705 -1.84068 -0.001
C -0.67826 1.68201 -3.12007 -0.001
C -1.60760 0.66313 -3.31389 0.000
C 2.30228 5.25429 -0.83649 0.000
C 4.46030 0.27992 2.20607 -0.001
H -1.47813 -3.78654 3.89561 0.000
C -5.09211 1.13350 -1.41025 0.000
C 2.22333 3.13291 -2.61730 0.000
H -1.83003 4.05625 -2.42111 0.000
C -0.75070 -3.56683 -0.13011 0.001
C -0.35171 2.51311 -4.19284 -0.001
C 0.38465 1.91901 2.88117 0.009
```

***

2.
A structure of composition C61H49IrN4O2P2 at a distorted geometry. Source: the OMol25 dataset; level of theory: wB97M-V/def2-TZVPD.

Summary:
HOMO energy (alpha / beta)	-9.75 / -9.88	eV
total charge	+1
multiplicity	2
energy	-3510.31167	hartree
Kohn-Sham gap (alpha / beta)	6.97 / 7.11	eV

XYZ file:
```
119
Properties=species:S:1:pos:R:3:lowdin_spin:R:1
H 6.89517 0.33226 2.33612 0.000
H -0.45014 5.49921 2.90838 0.000
C 3.49075 2.40102 3.14147 0.000
C 1.00005 2.42330 2.91663 0.010
H 6.11711 1.16758 -3.22006 0.000
N 2.34279 0.62592 2.03065 0.002
H -6.75743 -0.78565 0.27230 0.000
C 1.68773 4.01065 -0.08168 -0.001
C 3.07818 2.46241 -2.47604 0.000
H 2.39623 -3.87947 -4.61620 0.000
H -1.87113 -0.10451 -6.82020 0.000
C 3.53163 -0.02258 1.85919 -0.001
C -2.20167 1.00616 -1.20014 0.000
H -1.89640 -1.26489 -2.90739 0.000
C -1.49620 3.64877 3.19591 0.000
C -3.44728 -0.39426 0.87715 0.001
C 3.33854 0.27990 -1.50442 0.000
C -5.84224 -0.65793 0.83485 0.000
H 1.73910 4.41011 2.63982 0.000
H 6.88505 -1.87685 1.24765 0.000
C 2.30727 1.78366 2.68456 0.003
C 1.93119 -5.55267 -3.35671 0.000
H 4.73241 3.17610 -3.62488 0.000
H -4.71256 -0.47145 4.02242 0.000
C -1.61975 0.43722 -4.76861 0.000
H 2.36305 5.89811 0.66761 0.000
H -2.37174 -3.03607 0.96878 0.000
C -0.59015 5.35930 -0.89499 0.000
H -2.72734 -5.44023 -2.54758 0.000
C 1.56431 5.36644 0.16526 0.000
C -1.38286 2.27613 3.32173 0.006
H -1.61700 -3.68814 4.62417 0.000
C -2.14697 -2.08767 5.93168 0.000
C 4.73364 -1.96082 1.07582 0.000
H -4.62950 -0.60133 -0.91731 0.000
H 2.60326 -1.78284 1.05249 -0.001
C -0.45501 4.00572 -1.17268 0.000
C -4.69639 -0.48564 2.93996 0.000
C 5.95369 -1.35870 1.43374 0.000
C -2.29741 0.42591 -5.97848 0.000
C -0.80632 -1.85026 3.90064 0.000
H -4.97916 2.28649 -5.12168 0.000
P 0.90273 1.52459 -0.95975 -0.006
H -2.30113 -3.44970 -3.95122 0.000
H 5.62287 2.28248 3.23286 0.000
H 2.57923 3.47962 0.23568 0.000
C 2.56841 1.42202 -1.69733 -0.001
C -5.87274 -0.62928 2.22503 0.000
N 0.54883 -3.06138 0.77078 -0.001
H -2.56370 -0.30819 2.82715 0.000
C 3.54796 -1.31281 1.29274 -0.001
H 2.48824 3.35255 -2.65332 0.000
C 0.41671 6.04194 -0.23069 0.000
C -2.31082 -3.36263 -2.87220 0.000
C 1.49420 -5.96053 -2.10366 0.000
N 0.20980 -2.11451 1.65513 0.009
H 2.19401 -6.28819 -4.10582 0.000
C -1.24051 0.05215 5.35770 0.002
C -3.37763 1.76439 -3.80984 0.000
C -0.14448 1.66106 3.19574 0.019
C 4.60977 0.18565 -2.05089 0.000
H 2.93253 -0.54001 -0.93385 0.000
C -2.55340 -4.47687 -2.08651 0.000
H -1.47870 5.88719 -1.21620 0.000
C 0.87793 -2.64519 -0.43767 0.010
H -6.81551 -0.73916 2.74483 0.000
N -1.47614 1.12421 -2.42927 0.000
C -0.70168 -0.47760 4.19486 0.002
H -3.79644 2.32280 -2.98171 0.000
H -1.06378 1.09084 5.59770 0.000
Ir 0.45705 0.04026 0.92209 0.793
C -2.34929 -3.12541 -0.11084 0.000
C -0.04263 0.99123 -2.45515 0.000
C -4.04449 1.74967 -5.02293 0.000
H 1.43120 -7.01581 -1.87083 0.000
H -1.23332 3.49794 -1.73040 0.000
H -2.46896 4.11437 3.27900 0.000
C 1.14775 -5.02337 -1.14640 0.001
C -3.48649 -0.37525 2.26591 0.000
H 4.72861 -2.94437 0.62380 0.000
P -1.84927 -0.41708 -0.02081 0.001
C -0.28023 -2.56214 2.76587 -0.005
C -3.51352 1.07583 -6.11376 0.000
C -2.08063 -2.12755 -2.28243 0.000
H -4.03976 1.06357 -7.05842 0.000
C 1.24141 -3.66252 -1.43694 0.005
H -2.76441 -5.22292 -0.08501 0.000
H 5.19579 -0.71043 -1.88970 0.000
C -4.63798 -0.54209 0.16502 0.000
C 5.12164 1.23278 -2.80073 0.000
H 3.42218 3.32052 3.70465 0.000
C -1.98405 -0.73676 6.21622 -0.001
C 0.86387 3.80902 2.84291 0.000
C 2.03588 -4.19844 -3.64649 0.000
C 0.68400 3.31906 -0.76481 -0.002
H -3.26294 0.98163 -1.42295 0.000
C -1.53430 -2.62710 4.82547 -0.001
H -0.67668 -0.08871 -4.68649 0.000
C -2.10452 -1.99863 -0.89938 -0.001
C -2.57083 -4.35511 -0.70242 0.000
C 4.34712 2.36427 -3.02173 0.000
C 4.75709 0.56466 2.26013 0.000
C 5.96405 -0.12653 2.02763 0.000
O 0.03451 0.28944 3.32111 0.037
C -2.15670 1.09820 -3.66034 0.000
H -0.34617 -3.64814 2.81513 0.000
C 4.70053 1.81663 2.90851 -0.001
C -0.36559 4.42324 2.97662 0.004
O 0.87622 -1.41603 -0.79006 0.113
H 0.79943 -5.31873 -0.16643 0.000
H -2.26497 1.68793 3.52675 0.000
H 0.30758 7.09818 -0.02168 0.000
H -2.73377 -2.71201 6.59159 0.000
H -2.41491 -0.30246 7.10763 0.000
H 1.78114 -2.19815 -2.90424 0.000
H 0.34376 1.55393 -3.30781 0.000
H -2.00871 1.86620 -0.54039 0.000
H 0.28887 -0.05267 -2.54356 0.000
C 1.69238 -3.25598 -2.69311 0.001
```

***

Q: What is the energy in the second record?
A: -3510.31167 hartree

***

Q: What is the multiplicity in the second record?
A: 2

***

Q: Which value of multiplicity does entry 2 give?
A: 2